Entry 1:
Computed, not measured: a molecular structure, C27H25N2O2STaTe, with ωB97M-V with the def2-TZVPD basis set.

Last column: Mulliken charge in e.
Geometry (Å):
Ta -0.049 -0.239 0.156  -0.010
Te 0.182 0.260 -2.463  0.130
S -0.053 3.481 -3.065  -0.078
O -0.634 1.561 0.545  0.210
O -1.090 -1.686 -0.561  0.336
N 1.421 -1.819 0.170  0.195
N 1.831 0.709 0.720  0.137
C 1.373 -2.944 -0.487  0.197
C -1.823 -4.463 -2.760  -0.535
C -2.956 -1.155 1.790  1.130
C 1.128 3.054 0.936  1.078
C -0.627 -2.562 2.549  -0.321
C -0.962 -2.793 -1.292  0.151
C 2.395 4.001 -2.580  -0.728
C -0.590 -5.132 -2.755  -0.820
C -2.891 -2.548 1.721  -0.442
C 2.231 2.620 -2.313  -0.366
C 0.949 2.194 -2.525  0.055
C 0.451 -4.630 -2.013  -1.029
C -4.209 -0.417 1.428  -1.626
C 1.238 4.590 -2.998  -0.404
C 3.039 -0.139 0.690  -0.848
C -2.017 -3.305 -2.029  -0.819
C -0.671 -1.175 2.649  -0.200
C -0.235 2.828 0.647  0.206
C -1.127 3.881 0.522  -0.944
C 0.288 -3.442 -1.272  0.891
C 1.576 4.377 1.132  -0.834
C 2.612 -1.549 0.981  -0.885
C -0.648 5.167 0.706  -0.477
C -1.826 -0.475 2.259  -1.091
C 0.693 5.420 1.018  -0.845
C 2.052 1.979 0.962  -0.154
C -1.749 -3.241 2.090  -0.687
H -0.462 -6.038 -3.329  0.453
H 3.483 -0.083 -0.307  0.171
H 1.028 6.437 1.164  0.467
H -1.882 0.592 2.428  0.553
H -2.966 -2.785 -2.019  0.580
H 2.256 -3.582 -0.435  0.416
H -1.333 6.000 0.612  0.468
H -3.757 -3.100 1.375  0.531
H -2.165 3.684 0.294  0.501
H 3.081 2.258 1.189  0.365
H 3.335 4.527 -2.499  0.449
H -4.632 -0.795 0.498  0.380
H 0.254 -3.106 2.863  0.517
H -4.962 -0.554 2.206  0.392
H 1.409 -5.136 -1.990  0.481
H 0.149 -0.631 3.112  0.481
H 1.088 5.616 -3.293  0.451
H 2.619 4.557 1.360  0.481
H 3.410 -2.256 0.755  0.675
H -4.029 0.652 1.324  0.344
H -1.740 -4.321 2.038  0.470
H 3.040 1.961 -2.024  0.507
H -2.643 -4.861 -3.344  0.485
H 2.351 -1.655 2.038  0.149
H 3.765 0.210 1.424  0.659

Atomic forces in eV per Å
-0.085 0.505 -0.488
0.061 0.032 0.072
0.051 -0.074 0.029
-0.161 -0.701 -0.317
-0.232 0.627 0.284
0.037 -0.285 0.025
-0.126 -0.059 -0.054
-0.101 -0.018 -0.005
0.229 -0.137 -0.010
0.100 0.004 0.020
-0.202 -0.069 -0.103
0.022 0.083 0.037
0.392 -0.371 0.003
-0.008 0.030 -0.048
-0.167 0.082 -0.009
-0.022 0.036 -0.063
0.078 -0.119 -0.033
-0.158 0.081 0.014
0.032 0.042 0.063
-0.009 -0.018 -0.011
0.036 0.033 0.042
0.041 0.154 -0.031
-0.089 0.141 0.101
0.081 0.053 -0.039
0.267 0.157 0.272
0.112 -0.029 0.103
0.057 0.065 0.027
0.017 -0.126 -0.032
0.128 -0.204 0.022
-0.018 -0.001 -0.003
-0.076 -0.013 0.091
-0.027 0.060 0.002
-0.061 0.138 0.074
-0.034 -0.055 -0.004
-0.016 0.001 -0.007
0.004 0.027 0.005
-0.003 0.001 0.001
-0.045 0.014 0.016
-0.012 -0.029 -0.037
-0.030 -0.002 0.010
-0.003 -0.001 -0.001
-0.013 -0.001 0.015
-0.004 0.010 -0.010
-0.011 -0.015 -0.023
0.009 0.008 0.008
-0.005 0.004 -0.001
-0.004 -0.007 0.009
0.000 -0.003 0.002
-0.007 -0.019 -0.028
-0.014 -0.010 0.010
-0.009 0.010 0.023
0.004 0.006 -0.005
-0.023 -0.007 0.028
0.006 0.002 -0.002
0.008 -0.010 -0.003
-0.005 0.015 0.006
0.000 -0.009 -0.009
-0.031 -0.017 -0.013
0.036 -0.013 -0.029

- molar mass (Da) = 750.1
- electronic energy (hartree) = -2026.676106
- gap between HOMO and LUMO (spin up / spin down) (eV) = 5.81 / 5.81
- maximum force (eV/A) = 0.79
- total charge = +2
- LUMO level (spin up / spin down) (eV) = -7.8 / -7.8
- energy relative to the best compared isomer or geometry (same formula, charge and spin) (eV) = 0.338

=====

Entry 2:
Computed, not measured: a molecular structure, C27H26AsN2OS2TeZn in a non-equilibrium geometry, with ωB97M-V with the def2-TZVPD basis set.

Last column: Mulliken charge in e.
Geometry (Å):
Te 1.973 0.746 -1.760  0.376
As 2.380 -0.218 1.052  1.458
Zn 0.016 0.092 0.121  0.012
S -4.781 -0.624 -0.040  -0.390
S -0.320 -0.684 2.333  -0.256
O -0.627 0.613 -1.455  -1.102
N -2.644 -1.262 -1.523  -0.372
N -2.284 -0.022 0.428  0.273
C 3.227 -2.259 4.711  -0.797
C 2.162 2.739 -0.970  -1.068
C 4.308 0.193 1.073  0.257
C -3.061 0.558 1.454  -0.282
C 2.335 -1.143 2.776  -0.778
C 4.710 1.269 1.860  -0.175
C 1.942 -2.418 5.211  -0.503
C -3.070 -0.627 -0.407  0.437
C 2.163 -4.275 -0.416  -0.663
C 2.438 -1.889 -0.132  0.745
C -4.446 0.327 1.365  0.778
C 5.269 -0.525 0.372  -0.082
C 3.657 1.148 -3.120  -1.275
C 2.143 -3.140 0.392  -0.739
C -4.867 1.578 3.342  -0.361
C 1.029 -1.305 3.282  0.527
C 0.844 -1.947 4.506  -0.626
C -3.499 1.832 3.448  -0.874
C 6.048 1.624 1.945  -0.657
C -5.351 0.822 2.293  -0.554
C 2.788 -2.936 -2.307  -0.402
C 6.611 -0.170 0.456  -0.820
C 2.486 -4.177 -1.761  -0.471
C 7.003 0.903 1.242  -0.426
C -2.604 1.333 2.520  -0.360
C 3.424 -1.621 3.492  -0.396
C 2.755 -1.809 -1.501  -0.214
H 4.992 -1.373 -0.240  0.353
H -0.157 -2.075 4.901  0.440
H 3.859 0.241 -3.694  0.353
H 1.883 -3.249 1.438  0.318
H 3.372 1.943 -3.805  0.324
H 3.135 2.846 -0.489  0.286
H -3.233 -1.981 -1.907  0.287
H 6.347 2.463 2.562  0.391
H -1.648 -1.428 -1.577  0.083
H 3.046 -2.845 -3.355  0.448
H -6.411 0.624 2.194  0.356
H 8.049 1.177 1.307  0.359
H 7.353 -0.739 -0.091  0.401
H 2.028 3.482 -1.755  0.352
H 1.377 2.882 -0.229  0.272
H 3.970 1.836 2.415  0.423
H 4.076 -2.633 5.271  0.373
H -3.128 2.431 4.270  0.368
H 2.502 -5.065 -2.382  0.348
H -1.551 1.543 2.615  0.407
H 1.924 -5.241 0.012  0.383
H 1.794 -2.916 6.162  0.347
H 4.567 1.410 -2.573  0.284
H 4.432 -1.506 3.109  0.442
H 3.022 -0.840 -1.933  0.025
H -5.552 1.978 4.079  0.352

Atomic forces in eV per Å
-1.351 4.287 -2.373
1.560 -0.894 0.034
-1.747 -0.085 0.910
-0.263 -0.014 -0.196
-0.273 -0.992 0.584
1.450 -0.045 0.140
-0.254 -0.539 0.062
-1.946 0.334 1.252
0.158 -0.037 0.086
-0.393 0.098 -0.205
-0.176 0.003 -0.153
-0.163 -0.132 -0.350
-0.184 -0.260 0.135
0.010 0.064 -0.013
-0.054 0.013 -0.018
0.769 -0.206 -0.074
0.006 0.034 -0.036
0.078 0.438 0.055
0.138 0.081 0.138
0.176 -0.004 -0.034
0.723 -0.271 0.600
-0.080 -0.126 0.025
0.005 0.083 0.156
0.360 0.426 -0.712
0.042 0.021 0.080
-0.087 -0.037 -0.071
0.001 -0.004 0.020
-0.027 -0.051 -0.085
-0.104 -0.192 0.226
-0.006 0.026 0.037
-0.048 -0.050 -0.013
0.041 0.006 -0.001
0.076 0.215 -0.163
-0.087 -0.015 0.057
0.610 -0.987 0.228
-0.085 0.025 0.015
-0.024 0.020 -0.051
-0.070 0.010 -0.039
0.024 0.071 0.007
-0.088 0.029 0.060
0.042 -0.040 -0.087
-0.076 0.046 0.070
-0.009 0.002 0.001
0.142 0.664 -0.230
0.013 0.032 0.009
0.003 -0.006 -0.011
-0.002 0.004 -0.005
-0.015 -0.005 -0.013
0.075 0.033 0.025
-0.031 -0.063 -0.020
-0.015 -0.010 -0.010
0.000 0.002 -0.007
0.004 0.004 -0.001
-0.006 -0.002 0.005
0.005 0.030 -0.013
-0.013 0.010 0.020
-0.015 -0.003 -0.003
0.051 0.127 -0.145
-0.019 0.013 -0.048
1.148 -2.172 0.141
0.001 -0.008 0.001

- molar mass (Da) = 726.6
- electronic energy (hartree) = -6308.631272
- gap between HOMO and LUMO (eV) = 5.46
- maximum force (eV/A) = 5.08
- total charge = -1
- LUMO level (eV) = 2.5
- energy relative to the best compared isomer or geometry (same formula, charge and spin) (eV) = 5.293

=====

Entry 3:
Computed, not measured: a molecular structure, C27H26BN11OTa in a non-equilibrium geometry, with ωB97M-V with the def2-TZVPD basis set.

Last column: Mulliken charge in e.
Geometry (Å):
Ta -0.843 1.359 -0.338  1.572
O -2.278 0.897 1.149  -0.615
N -1.289 1.559 -2.654  0.065
N -1.872 -0.652 -1.016  0.188
N -2.120 -2.942 -2.526  -0.419
N -4.506 1.165 1.595  -0.341
N 0.310 2.267 1.515  0.034
N -0.582 0.774 -3.581  -0.074
N 2.212 2.996 3.466  -0.417
N 1.133 1.779 -1.425  -0.410
N 0.268 -0.314 0.610  0.473
N 3.204 -5.903 3.849  -0.479
N 1.522 0.581 -2.144  0.530
C 3.511 -4.664 4.252  -0.375
C 2.271 2.408 -1.016  -0.299
C 3.358 1.600 -1.353  -1.186
C 0.069 -1.559 0.137  0.943
C -3.028 -1.958 -2.591  -0.655
C -2.210 1.855 -4.709  -1.014
C 1.099 -0.032 1.655  1.157
C 2.980 -3.488 3.715  -0.487
C 2.874 0.529 -2.097  -0.267
C -1.182 0.964 -4.800  -0.342
C 2.314 -5.998 2.851  -0.451
C 2.079 -3.589 2.623  0.869
C 0.675 3.544 1.719  -0.390
C -1.873 3.203 -0.375  0.075
C 1.131 1.316 2.165  -0.279
C -1.202 -2.864 -1.539  -0.591
C 1.603 -2.412 1.870  0.640
C 1.715 -4.909 2.251  -0.542
C 1.775 -1.082 2.305  -0.596
C -1.010 -1.703 -0.800  0.283
C -2.965 -0.878 -1.773  -0.304
C -2.280 2.198 -3.354  -0.128
C 0.831 -2.602 0.673  -1.268
C 1.868 1.718 3.270  -0.554
C 1.605 3.897 2.703  -0.433
C -3.356 1.621 1.057  0.646
C -3.247 2.956 0.281  -0.872
B 0.718 -0.006 -3.351  -0.237
H -5.351 1.657 1.431  0.243
H -2.025 3.400 -1.426  0.049
H 1.874 4.942 2.954  0.442
H -3.725 -0.121 -1.798  0.526
H 1.365 0.050 -4.327  -0.081
H -2.942 2.145 -5.448  0.461
H 2.201 3.433 -0.605  0.561
H 4.227 -4.617 5.125  0.343
H 2.142 -7.096 2.562  0.335
H 0.907 -5.108 1.561  0.383
H -4.485 0.533 2.367  0.273
H -3.782 -2.074 -3.375  0.427
H 0.604 -1.197 -3.202  0.031
H 3.336 -2.563 4.155  0.267
H 2.447 -0.823 3.158  0.234
H -2.806 3.045 -2.872  0.528
H 0.121 4.326 1.238  0.439
H -0.582 -3.783 -1.365  0.380
H -4.135 3.008 -0.398  0.391
H 3.421 -0.192 -2.662  0.619
H 2.348 1.004 3.969  0.427
H -0.840 0.449 -5.663  0.525
H 0.784 -3.595 0.283  0.515
H -1.331 3.996 0.117  0.283
H -3.442 3.795 1.035  0.421
H 4.386 1.758 -1.083  0.525

Atomic forces in eV per Å
1.306 -1.695 -3.906
-0.638 1.534 -0.399
0.437 -0.710 0.027
1.388 -0.492 0.907
0.489 0.263 1.276
2.615 1.213 -1.083
2.569 -1.184 -0.790
-2.208 1.522 -0.325
-1.202 -0.275 0.032
-0.850 -1.389 0.076
-0.513 2.109 0.875
-0.105 1.085 -0.447
0.923 2.421 1.190
0.519 -0.294 1.318
-0.149 -1.050 -0.287
0.078 0.738 0.359
1.914 -0.288 1.582
0.298 -1.876 -1.034
-1.385 0.394 1.291
-0.086 -2.816 0.316
-0.086 -0.371 -0.649
-1.681 0.754 0.699
1.047 -0.530 1.499
0.486 -2.179 0.417
0.825 -0.545 0.504
-0.926 -0.242 1.058
-0.749 -0.716 1.109
-1.781 1.766 -0.301
-0.351 -1.252 -0.865
-0.811 -0.051 -0.535
-0.248 0.662 -0.102
0.293 0.849 0.122
-1.473 0.210 -1.691
0.895 1.563 0.565
1.041 0.381 0.362
-0.141 0.836 0.823
1.508 -0.164 0.024
0.759 0.524 0.462
-0.451 -0.504 0.338
-1.556 0.618 1.388
0.036 -1.242 -0.013
-0.773 0.630 0.033
0.463 0.372 0.024
-0.315 -0.604 -0.677
-0.088 0.386 -0.103
0.329 0.521 -0.468
0.382 0.114 -0.163
0.239 -1.012 0.033
-0.862 0.074 -1.154
-0.225 1.992 0.154
0.169 0.028 -0.228
0.052 -0.806 0.230
0.053 0.166 0.450
-0.548 -0.046 0.501
-0.132 0.047 -0.281
-0.802 -0.537 -0.843
-0.094 -1.032 -0.639
-0.092 0.159 -0.257
-0.596 1.109 -0.355
0.814 0.032 0.233
0.146 -0.457 -0.158
-0.437 0.445 -0.664
0.474 -0.300 -0.444
-0.228 -0.300 -0.251
-0.195 0.412 -0.132
0.063 -1.220 -0.762
0.165 0.249 -0.271

- molar mass (Da) = 712.3
- electronic energy (hartree) = -1802.989632
- gap between HOMO and LUMO (eV) = 5.47
- maximum force (eV/A) = 4.45
- total charge = +3
- LUMO level (eV) = -11.0
- energy relative to the best compared isomer or geometry (same formula, charge and spin) (eV) = 1.552

=====

Entry 4:
Computed, not measured: a molecular structure, C27H26Br2F10N5RuSbSe in a non-equilibrium geometry, with ωB97M-V with the def2-TZVPD basis set.

Last column: Mulliken charge in e.
Geometry (Å):
Sb -0.274 0.593 -2.865  0.753
Ru 0.408 -0.365 -0.362  0.891
Br 0.989 -2.644 1.411  0.022
Br 1.575 -2.660 -1.694  -0.095
Se 3.424 -0.048 1.797  0.343
F -0.798 -4.452 -0.586  -0.389
F -1.389 -6.183 -2.495  -0.300
F 5.025 5.116 -1.389  -0.316
F -4.477 -3.144 -4.297  -0.316
F 2.039 4.104 2.072  -0.360
F 3.903 5.626 1.043  -0.287
F 2.111 1.481 -1.922  0.300
F 4.054 3.012 -2.856  -0.354
F -3.837 -1.367 -2.450  -0.396
F -3.253 -5.566 -4.368  -0.290
N 5.137 0.068 1.527  -0.785
N -1.293 0.533 1.049  1.149
N -1.751 -1.850 -0.555  0.388
N 1.117 1.701 0.645  1.648
N 3.046 -0.414 0.099  -0.357
C -2.821 -1.154 0.124  -0.709
C -1.919 1.719 0.455  -1.177
C 3.491 4.578 0.335  0.297
C -3.541 -3.445 -3.411  0.315
C -2.912 -4.681 -3.463  0.648
C -2.158 -2.754 -1.498  -0.569
C 4.056 4.334 -0.904  0.666
C 6.661 -0.088 -0.357  -0.763
C 2.509 3.755 0.856  0.842
C 2.016 2.603 0.181  -1.699
C -3.197 -2.532 -2.438  0.508
C 0.484 1.968 1.924  -1.671
C 6.762 -0.292 -1.695  -0.591
C -2.005 0.241 -4.075  -1.445
C -0.513 0.874 2.238  -1.027
C 2.593 2.454 -1.108  -0.349
C -2.286 -0.488 1.373  -1.319
C 3.576 3.261 -1.631  0.005
C 1.194 0.026 -4.318  -1.211
C -0.229 2.713 -3.171  -1.363
C 4.353 -0.547 -1.977  -0.182
C 5.606 -0.506 -2.503  -0.823
C 4.194 -0.372 -0.576  0.499
C -1.948 -4.983 -2.512  0.276
C 5.370 -0.112 0.239  0.665
C -1.598 -4.048 -1.564  -0.073
C 2.045 -3.446 0.006  -0.742
H 7.734 -0.291 -2.169  0.421
H -2.507 2.273 1.196  0.277
H 3.090 -3.235 0.200  0.527
H 0.011 -0.031 2.563  0.361
H -2.089 -0.807 -4.357  0.368
H -3.317 -0.418 -0.510  0.407
H 0.821 0.302 -5.303  0.534
H -2.908 0.551 -3.556  0.424
H -1.153 2.373 0.044  0.101
H 7.525 0.083 0.270  0.495
H 5.732 -0.635 -3.570  0.460
H 1.368 -1.049 -4.287  0.344
H 3.487 -0.691 -2.604  0.361
H -0.639 2.906 -4.161  0.545
H -1.811 -1.248 1.997  0.376
H -0.037 2.931 1.926  0.573
H -1.880 0.846 -4.971  0.552
H -0.839 3.219 -2.425  0.408
H 2.124 0.555 -4.118  0.263
H -3.592 -1.876 0.412  0.538
H 1.215 2.005 2.740  0.597
H -3.123 -0.054 1.933  0.305
H -1.165 1.203 3.057  0.348
H 0.792 3.083 -3.118  0.318
H 1.833 -4.505 -0.027  0.552
H -2.579 1.427 -0.359  0.293

Atomic forces in eV per Å
0.301 0.351 0.238
-3.169 0.999 1.044
-0.039 0.029 0.049
-0.192 0.152 -0.005
-0.298 -0.049 0.214
0.709 -0.091 0.377
0.133 -0.327 0.006
-0.178 -0.113 0.071
-0.250 0.067 -0.244
0.081 -0.036 -0.081
-0.018 -0.078 0.005
0.514 -0.087 0.056
-0.075 -0.020 0.073
-0.283 0.471 -0.004
-0.161 -0.434 -0.498
0.547 0.113 -0.033
1.216 -0.595 -1.252
1.728 0.526 0.791
-0.606 -1.464 -0.911
0.109 0.078 -0.465
0.153 0.393 -0.093
-0.053 0.350 -0.382
0.087 0.077 -0.103
0.142 -0.389 0.182
0.169 0.463 0.541
-0.344 -0.273 -1.035
0.114 0.087 -0.050
0.245 -0.018 -0.241
-0.149 -0.379 -0.031
0.530 0.399 -0.519
0.881 -0.330 0.237
-0.015 -0.084 0.045
0.225 0.067 0.288
-0.048 -0.199 0.365
0.566 0.259 0.195
-0.289 0.117 0.615
-0.491 -0.768 -0.290
0.126 0.092 -0.083
-0.056 -0.098 0.325
-0.073 -0.196 0.206
0.205 -0.038 -0.330
-0.423 -0.034 -0.030
-0.037 0.009 0.456
-0.243 0.283 -0.304
-0.414 -0.110 0.000
-0.559 0.549 0.041
0.000 0.195 0.145
-0.002 0.026 0.003
0.048 -0.151 0.054
-0.022 0.074 -0.031
-0.114 0.010 -0.002
0.007 0.015 0.061
-0.187 0.118 0.124
-0.071 -0.014 0.023
0.020 -0.032 -0.018
0.018 -0.027 0.101
-0.005 0.014 -0.011
0.032 0.008 0.004
-0.001 0.005 -0.077
0.010 -0.013 -0.007
-0.020 -0.028 0.012
0.034 0.059 0.006
0.058 0.033 0.013
0.163 0.047 0.029
0.002 0.028 -0.011
-0.054 -0.014 0.011
-0.021 -0.004 0.054
-0.108 0.014 0.029
0.158 0.167 0.071
-0.090 -0.113 -0.087
-0.049 -0.051 0.021
-0.121 -0.022 -0.035
-0.004 -0.067 0.080

- molar mass (Da) = 1072.1
- electronic energy (hartree) = -10201.014484
- gap between HOMO and LUMO (spin up / spin down) (eV) = 5.18 / 5.37
- multiplicity = 2
- maximum force (eV/A) = 3.48
- total charge = +1
- <S²> = 0.782
- LUMO level (spin up / spin down) (eV) = -4.9 / -4.7
- energy relative to the best compared isomer or geometry (same formula, charge and spin) (eV) = 3.661

=====

- Among the records above, which one has the highest total charge?
  C27H26BN11OTa